1.
DFT (ωB97M-V/def2-TZVPD) results for a molecular structure, C17H47CuF3N7O10P2S2 at a distorted geometry.

Structure (XYZ):
```
89
Properties=species:S:1:pos:R:3:forces:R:3:mulliken_charge:R:1
Cu -1.330549 -0.513575 0.598124 -0.8 0.3 1.5 -0.32
S -2.522314 -0.181515 3.063322 -1.9 0.7 -0.5 1.48
O -3.872620 0.390990 3.161966 0.6 0.0 -0.1 -0.80
O -2.547359 -1.318008 2.077986 0.3 -1.6 -0.5 -0.57
O -1.624246 0.727700 2.267010 1.3 1.1 -0.5 -0.74
O -1.989651 -0.523283 4.358947 0.6 -0.2 0.2 -0.68
C -1.736794 -4.664453 -0.570744 0.8 0.6 -0.6 0.69
F -2.712335 -4.331107 0.253274 -0.2 0.0 0.2 -0.21
F -0.682304 -5.098952 0.139071 0.0 0.1 0.4 -0.23
F -2.129109 -5.706540 -1.310563 -0.2 0.0 -0.2 -0.26
S -1.199953 -3.204755 -1.668156 -0.5 -0.5 0.1 0.96
O -2.050670 -3.363891 -2.834915 0.4 0.5 0.7 -0.72
O -1.478027 -2.032734 -0.830716 -0.3 -0.1 -0.4 -0.04
O 0.208244 -3.444028 -1.865692 0.1 0.0 -0.1 -0.70
O 0.538892 -1.454089 1.158563 0.8 -0.3 0.6 0.78
P 1.699870 -2.154719 1.780513 0.0 -0.4 0.3 -1.30
N 1.268291 -3.043812 3.147248 0.1 -0.2 -1.6 0.58
C -0.045550 -2.864888 3.759908 0.0 -0.3 0.1 -0.96
C 2.239056 -3.874811 3.836320 -0.2 0.3 0.2 -0.98
N 2.832409 -1.039426 2.290396 -0.7 0.9 -0.4 0.73
C 4.241095 -1.255274 2.486522 -0.1 -0.1 -0.6 -1.22
C 2.265690 0.280101 2.664899 0.8 -0.5 -0.5 -1.38
N 2.579787 -3.166824 0.767610 -0.3 -0.4 0.9 0.46
C 3.074255 -2.679531 -0.514569 -0.4 0.6 0.1 -0.70
C 2.382967 -4.624682 0.802165 0.2 0.5 0.3 -1.59
H -0.004343 -2.156826 4.587860 -0.1 0.0 0.0 0.38
H -0.384637 -3.842783 4.113898 0.0 0.1 0.1 0.38
H -0.783904 -2.514511 3.043743 0.1 0.1 -0.1 -0.04
H 2.741359 -4.566052 3.161615 0.3 0.2 0.0 0.27
H 1.734101 -4.517625 4.559265 -0.2 0.2 0.0 0.37
H 2.962666 -3.267978 4.388469 0.2 -0.1 0.0 0.26
H 4.404041 -2.318550 2.301877 0.4 0.1 0.3 0.38
H 4.849724 -0.706296 1.749763 0.0 0.0 0.0 0.31
H 4.579496 -0.918049 3.470498 -0.1 -0.3 0.1 0.38
H 1.784391 0.732218 1.797894 -0.3 0.0 0.2 0.27
H 1.572512 0.177491 3.498020 -0.1 0.3 0.0 0.30
H 3.118352 0.911745 2.919689 -0.1 0.1 0.3 0.50
H 3.892905 -3.292161 -0.892081 0.0 -0.2 0.1 0.48
H 2.246626 -2.659527 -1.228987 0.2 0.0 -0.2 0.16
H 3.465672 -1.668567 -0.399446 0.0 0.0 0.0 0.10
H 1.505906 -4.872371 1.397017 -0.1 -0.1 -0.2 0.56
H 3.255966 -5.077542 1.285300 0.0 -0.2 -0.2 0.31
H 2.283100 -5.002222 -0.213067 -0.2 -0.1 0.0 0.42
O -0.183454 0.986966 -0.445380 -0.1 -0.6 -0.6 1.04
P 0.538338 2.196110 -0.889469 0.7 0.6 0.0 -1.54
N 2.199840 2.088357 -0.590250 -1.2 1.0 0.2 0.98
C 2.877524 0.837839 -0.869213 -0.5 0.2 -0.1 -1.10
C 3.030711 3.265521 -0.405916 -0.2 0.3 0.7 -1.26
N 0.054580 3.574773 -0.076893 0.9 0.5 -0.4 0.38
C -1.073440 4.378068 -0.537828 0.2 -0.4 0.1 -0.81
C 0.340555 3.666438 1.364865 -0.7 -1.6 -0.3 -0.78
N 0.399840 2.505956 -2.533237 -0.4 -0.1 0.6 0.66
C 1.191335 3.568709 -3.133534 0.5 -1.0 -0.2 -1.12
C -0.362919 1.614586 -3.408223 -1.0 0.1 0.3 -0.86
H 2.152937 0.041439 -0.691673 0.2 -0.1 -0.1 -0.04
H 3.732201 0.716167 -0.201195 0.0 -0.1 0.0 0.52
H 3.208669 0.819758 -1.915650 0.2 -0.2 0.1 0.24
H 3.887526 3.275635 -1.080898 0.2 -0.2 0.2 0.38
H 3.299234 3.336594 0.656054 0.7 -0.2 -0.2 0.32
H 2.537380 4.231848 -0.538505 -0.5 -0.4 -0.4 0.37
H -0.909220 4.597119 -1.592632 -0.3 0.2 0.0 0.27
H -2.043886 3.892275 -0.393296 0.1 -0.2 -0.1 0.03
H -1.119329 5.287486 0.061359 0.2 0.2 -0.2 0.40
H -0.480638 3.139169 1.866559 0.1 0.3 0.4 0.31
H 1.228609 3.062975 1.557871 0.1 0.3 0.2 0.13
H 0.444353 4.681889 1.739386 0.1 0.1 -0.3 0.34
H 0.736658 3.888739 -4.071248 -0.3 0.4 0.3 0.39
H 1.344397 4.372168 -2.417602 -0.1 0.2 -0.2 0.42
H 2.171644 3.169723 -3.435240 0.1 0.2 0.2 0.22
H -0.211760 0.558161 -3.188183 0.1 0.0 0.1 0.18
H -0.182593 1.756822 -4.473809 0.6 0.3 0.1 0.43
H -1.426854 1.838346 -3.279940 0.0 -0.3 -0.1 0.21
C -4.433269 -0.520297 -1.980980 0.5 -0.6 -1.2 -1.92
C -3.542586 0.602758 -1.481433 -0.7 0.0 -0.3 1.58
C -4.042634 1.951373 -1.957198 0.5 1.6 0.1 -0.34
O -3.871036 2.064150 -3.358836 0.1 -0.5 -0.1 -0.39
C -4.018767 3.352527 -3.893295 -0.6 -0.3 0.6 -0.75
N -3.369997 0.508015 -0.033110 -0.6 0.0 0.1 -0.14
H -4.118325 -0.738663 -3.007812 -0.2 0.0 0.0 0.42
H -5.500112 -0.305200 -2.056728 0.0 0.1 0.5 0.35
H -4.224264 -1.459668 -1.467532 -0.2 0.1 0.3 0.48
H -2.593446 0.459294 -2.006842 0.2 0.1 0.4 -0.72
H -3.420333 2.739617 -1.492353 0.1 -0.2 0.1 -0.25
H -5.066198 2.262621 -1.698863 -0.2 -0.7 0.2 0.60
H -5.018045 3.760527 -3.681942 -0.1 -0.2 -0.2 0.32
H -3.885824 3.198699 -4.959591 0.1 0.5 -0.1 0.26
H -3.342412 4.086245 -3.436323 0.4 -0.2 -0.3 0.21
H -4.173974 0.023382 0.361097 0.3 -0.4 0.1 0.25
H -3.393986 1.366716 0.515619 0.5 0.2 -0.4 0.24
```
Forces are in eV/Å.

Output
E_HOMO (alpha / beta) in eV: -5.37 / -5.32
Spin multiplicity: 2
LUMO level (alpha / beta) in eV: 2.12 / 2.11
Charge: -1


2.
DFT (ωB97M-V/def2-TZVPD) results for 10 unconnected molecules or ions with the total composition C17H47F6N5O22PS4 at a distorted geometry.

Structure (XYZ):
```
102
Properties=species:S:1:pos:R:3:forces:R:3:mulliken_charge:R:1
P 0.671033 -0.207168 -0.041804 1.8 1.1 1.3 1.68
F -0.211437 -1.544892 0.401501 0.9 0.8 -1.2 -0.23
F -0.544352 0.404285 -0.903598 0.5 -0.5 0.2 -0.50
F 0.126625 0.511677 1.343092 -0.7 -0.3 -0.4 -0.53
F 1.585584 1.155171 -0.208931 -0.8 -0.7 -1.2 -0.34
F 1.953746 -0.731557 0.865677 -0.6 -1.1 -0.5 -0.38
F 1.324149 -0.917230 -1.417904 -1.0 0.7 1.8 -0.42
C -0.685977 -1.681439 3.284104 0.7 0.5 -0.4 -0.18
N -1.235592 -3.034297 3.520708 -0.7 -1.3 -0.7 1.04
O -2.306883 -3.078434 4.130900 1.4 -0.3 -0.6 -0.59
O -0.641369 -4.024252 3.045667 -1.0 1.8 1.1 -0.57
H 0.088052 -1.699479 2.516866 0.0 -0.4 0.5 -0.29
H -0.314349 -1.324978 4.244795 -0.1 0.0 -0.1 0.41
H -1.443550 -1.004059 2.889967 -0.3 -0.3 0.4 0.09
C 2.150873 -3.112399 -4.281219 -0.3 0.1 1.1 -0.39
N 3.640878 -3.104056 -4.196702 1.6 0.5 0.5 0.94
O 4.238959 -4.044222 -4.725764 -0.7 1.1 0.5 -0.58
O 4.197739 -2.163125 -3.597039 -1.3 -1.8 -1.4 -0.48
H 1.828604 -2.419852 -5.058799 0.1 -0.3 -0.1 0.32
H 1.784758 -2.771316 -3.312865 0.3 0.4 -0.1 -0.16
H 1.779457 -4.134449 -4.355822 0.4 0.1 -0.6 0.32
C 4.703774 -0.562050 2.355083 -1.1 0.5 0.0 -0.75
N 5.219692 -1.875211 1.904401 1.8 -0.8 -1.0 1.03
O 5.063463 -2.792567 2.685338 -0.4 -0.2 0.3 -0.56
O 5.884991 -2.009837 0.868396 -1.3 1.1 1.3 -0.56
H 5.523813 0.026463 2.766523 0.0 -0.1 -0.4 0.40
H 3.968316 -0.733941 3.140990 0.3 -0.3 0.1 0.36
H 4.117771 -0.070097 1.578754 0.7 0.0 -0.4 0.11
C 2.501641 -3.943413 1.260280 -0.8 -0.5 0.5 -0.57
N 2.490073 -3.790977 -0.208147 0.4 0.5 0.6 1.15
O 1.722112 -4.456927 -0.839960 -1.7 -1.5 -0.7 -0.66
O 3.241901 -3.031001 -0.723439 1.6 1.4 -0.3 -0.49
H 1.473246 -4.209087 1.505058 0.1 0.1 0.2 0.29
H 2.814719 -3.041011 1.785393 0.0 -0.2 -0.5 -0.03
H 3.143654 -4.796353 1.480320 0.1 0.2 0.0 0.30
C -0.881511 -2.985260 -2.266966 1.9 0.4 1.1 0.44
N -2.047668 -2.432685 -2.909174 -2.1 -1.4 0.3 1.08
O -1.916682 -1.591424 -3.756548 -0.2 0.5 -0.3 -0.57
O -3.129450 -2.964332 -2.565668 1.5 1.2 -0.7 -0.61
H -0.604897 -3.931254 -2.732451 -0.6 -0.2 0.4 0.46
H -1.050032 -2.952045 -1.190584 -0.3 -0.9 -0.2 -0.15
H -0.001836 -2.347648 -2.354910 -0.4 0.3 -0.5 -0.73
O -3.499074 4.224434 -2.304680 1.3 0.9 2.7 -0.62
S -2.873055 4.587505 -1.008825 0.2 -2.9 -1.1 1.10
O -3.182166 5.772403 -0.297474 -0.4 0.6 0.0 -0.60
O -3.189927 3.333481 0.100121 1.1 2.4 -1.2 -0.36
C -3.530572 2.106879 -0.478367 -0.5 -2.2 -0.2 -0.50
C -3.326441 0.889456 0.463001 -0.7 0.4 -0.1 -0.64
C -1.030132 4.405575 -1.057617 -1.6 0.4 0.4 -0.34
H -3.011123 1.838908 -1.398398 0.5 0.6 -0.1 0.33
H -4.570250 2.183024 -0.796752 -0.2 -0.3 0.2 0.35
H -3.806445 0.052573 -0.044269 0.0 -0.1 -0.1 0.36
H -3.860948 0.995096 1.407060 0.0 0.2 0.1 0.45
H -2.304430 0.573772 0.672595 0.1 0.6 -0.2 -0.08
H -0.563453 5.147015 -1.706134 -0.3 -0.4 -0.4 0.53
H -0.876983 3.352819 -1.295038 0.4 0.2 -0.1 -0.07
H -0.757313 4.685792 -0.040202 0.0 -0.4 0.1 0.05
O -6.167903 -0.604790 3.727355 0.4 0.3 -1.0 -0.61
S -6.569012 -0.765128 2.349257 0.5 -3.8 0.7 1.11
O -7.054255 0.343432 1.596676 0.4 -0.6 -0.2 -0.56
O -5.391203 -1.569550 1.435981 -1.7 2.2 0.2 -0.20
C -4.699895 -2.737879 1.874442 1.3 -0.1 -0.1 -0.51
C -3.495863 -2.909200 0.921727 -0.9 0.2 -0.3 -0.72
C -7.723955 -2.239535 2.453543 0.3 1.5 -0.3 -0.97
H -5.316070 -3.628973 1.754560 -0.3 0.1 0.5 0.33
H -4.333939 -2.546735 2.883221 -0.3 -0.4 0.2 0.46
H -2.846567 -3.755133 1.147371 0.1 0.2 0.6 0.46
H -2.965039 -1.959466 0.856071 0.3 -0.2 0.0 -0.28
H -3.865732 -3.165004 -0.071180 -0.1 0.3 -0.2 0.46
H -7.221518 -3.026688 3.015741 0.2 0.3 -0.2 0.31
H -8.000312 -2.561897 1.449644 0.0 0.1 0.1 0.31
H -8.577542 -1.889512 3.034025 -0.1 0.0 -0.2 0.39
O -0.126755 5.368515 2.872909 1.4 -1.9 0.2 -0.61
S 0.888532 4.338799 3.105610 -0.6 0.6 0.5 1.17
O 1.989829 4.664900 4.016513 -1.3 -0.7 -1.3 -0.65
O 0.058044 2.996105 3.706644 0.6 1.4 -1.2 -0.32
C 0.693531 2.126604 4.644084 0.2 -0.1 0.8 -0.45
C 2.070741 1.651651 4.251673 0.1 -0.2 0.9 -0.99
C 1.434564 3.716013 1.435962 -0.2 0.4 1.1 -0.58
H 0.062882 1.265515 4.865209 -0.6 0.1 -0.8 0.35
H 0.708162 2.632186 5.609628 0.4 0.3 0.0 0.36
H 2.115012 1.239337 3.243627 0.1 0.5 -0.2 0.04
H 2.331505 0.822192 4.909007 0.0 -0.2 0.2 0.44
H 2.755642 2.454631 4.524112 0.3 -0.2 -0.8 0.53
H 1.530927 4.559195 0.751966 -0.4 0.2 0.3 0.62
H 0.631911 3.032585 1.158893 0.3 0.0 -0.2 -0.33
H 2.425060 3.261233 1.449992 -0.3 -0.4 0.5 0.40
O 2.081356 3.001838 -2.304556 -0.2 0.1 0.0 -0.54
S 1.686505 2.753353 -3.652845 -0.6 -1.1 -2.5 1.13
O 0.848793 3.690353 -4.376643 0.8 -0.3 0.9 -0.69
O 3.022117 2.453670 -4.531500 -0.6 -0.2 -0.2 -0.25
C 4.021146 3.442062 -4.702014 0.2 2.2 1.3 -0.23
C 5.110338 3.006189 -5.591115 1.1 -2.2 -0.5 -1.27
C 0.975244 1.071899 -3.957241 0.8 0.8 1.1 -0.68
H 4.496681 3.634494 -3.740281 -0.1 -0.1 0.4 0.28
H 3.645683 4.427265 -4.978587 -0.7 -0.2 -0.3 0.38
H 4.858619 2.661851 -6.594193 -0.4 0.4 -0.1 0.31
H 5.482056 2.105531 -5.102493 0.3 -0.3 -0.1 0.31
H 6.004021 3.628213 -5.641304 -0.5 0.6 0.1 0.36
H -0.028530 1.096396 -3.533039 0.1 -0.1 0.0 0.33
H 1.638531 0.407618 -3.403283 -0.3 -0.1 0.1 0.02
H 0.974932 0.773861 -5.005703 0.0 0.7 0.0 0.52
```
Forces are in eV/Å.

Output
E_HOMO in eV: -8.53
LUMO level in eV: 1.67
Charge: -1


3.
DFT (ωB97M-V/def2-TZVPD) results for 6 unconnected molecules or ions with the total composition C17H48IN4O5 at a distorted geometry.

Structure (XYZ):
```
75
Properties=species:S:1:pos:R:3:forces:R:3:mulliken_charge:R:1
I 1.110513 0.314650 1.518277 0.0 -0.1 0.4 -0.52
C 0.961768 -4.136897 -0.045565 -0.9 -0.7 -0.3 -1.22
C -0.376714 -3.717523 -0.674508 -0.5 0.9 -0.8 0.05
C -1.538980 -4.284804 0.137641 0.4 1.2 0.1 -0.65
O -2.787837 -3.784000 -0.302603 0.1 -0.8 -0.3 -0.31
C -3.835128 -4.611753 0.160199 -0.1 1.1 -0.1 -0.69
N -0.506436 -2.222643 -0.739952 1.6 -0.9 0.6 -0.34
H 1.803831 -4.051976 -0.728678 0.0 0.4 0.0 0.35
H 0.917769 -5.195536 0.238468 0.1 0.0 0.2 0.36
H 1.072527 -3.526312 0.850472 0.4 -0.1 0.0 0.32
H -0.494091 -3.964947 -1.736806 0.2 -0.7 0.2 0.44
H -1.335932 -3.886297 1.143753 -0.2 -0.4 0.3 0.15
H -1.551154 -5.376998 0.145379 0.2 -0.1 0.0 0.46
H -3.638527 -5.659298 -0.077798 -0.1 -0.1 0.2 0.38
H -4.752698 -4.278409 -0.326508 0.1 -0.1 -0.2 0.18
H -4.000552 -4.428284 1.228664 0.1 -0.5 0.2 0.23
H -0.080221 -1.910700 0.144600 -0.8 0.4 0.1 -0.09
H 0.307743 -1.993980 -1.322958 -0.5 0.4 -0.4 0.27
C -2.451840 -0.868222 3.676084 0.1 0.5 0.1 -1.28
C -3.117527 -1.047515 2.307388 1.1 0.1 -0.9 1.64
C -4.644747 -1.069043 2.374731 1.5 -1.2 0.0 -0.86
O -5.150027 -1.374537 1.093130 -0.3 0.5 0.1 -0.26
C -6.528594 -1.566664 1.086585 -1.1 -0.5 0.1 -0.87
N -2.679744 0.000792 1.348257 -0.4 0.3 1.3 -0.36
H -2.233721 -1.794149 4.214184 -0.8 0.0 0.3 0.35
H -3.026098 -0.109946 4.224567 0.0 -0.4 0.5 0.34
H -1.452124 -0.427055 3.617993 -0.1 0.0 -0.6 0.31
H -2.764446 -1.996946 1.889463 -0.3 0.0 -0.1 -0.77
H -4.979280 -0.127861 2.820264 -0.5 0.1 -0.2 0.33
H -4.869764 -1.934531 3.009526 -0.4 0.3 0.5 0.40
H -6.804251 -2.551184 0.691994 0.3 -0.1 -0.2 0.22
H -7.086451 -0.839215 0.490424 0.3 0.3 -0.1 0.29
H -7.007266 -1.555019 2.074260 0.4 0.2 0.2 0.38
H -3.001761 0.853427 1.823739 0.0 0.2 -0.5 0.27
H -1.663469 0.082534 1.463934 -0.2 -0.2 -0.5 -0.10
C -0.856534 3.326302 -0.550792 0.0 0.4 0.0 -1.26
C -1.022182 2.579013 -1.868797 1.0 0.3 0.1 0.63
C -0.089364 3.132025 -2.955359 -0.3 -0.1 0.6 -0.68
O -0.363604 2.449314 -4.158789 -0.2 0.2 -0.3 -0.35
C 0.390438 2.901289 -5.278561 -0.3 -0.3 1.2 -0.70
N -0.748172 1.150089 -1.635628 0.3 0.5 -0.5 -0.33
H 0.097103 3.185272 -0.035058 0.0 -0.6 -0.2 0.20
H -1.651044 2.935599 0.085874 0.1 0.4 0.3 0.25
H -0.899575 4.416144 -0.665833 -0.6 -0.1 -0.1 0.42
H -2.041001 2.785878 -2.216903 -0.1 -0.5 0.0 0.11
H 0.936968 2.968571 -2.602921 0.2 0.0 -0.2 0.12
H -0.243183 4.209653 -3.091211 0.0 0.1 0.0 0.55
H 0.483318 3.990318 -5.240311 0.1 0.1 -0.2 0.31
H -0.165099 2.604966 -6.163646 0.2 -0.1 -0.1 0.23
H 1.368772 2.420509 -5.210761 0.2 0.2 -0.5 0.24
H -0.200724 1.053319 -0.777529 -0.4 0.0 0.0 -0.07
H -0.079072 0.890395 -2.356862 -0.4 -0.5 -0.1 0.26
C 3.351496 3.610737 0.135125 0.8 0.9 -1.6 -1.41
C 3.849301 2.470623 -0.772645 0.1 -1.5 1.8 1.27
C 5.057567 2.797629 -1.615111 -0.2 -0.2 -0.5 -0.78
O 5.278784 1.797971 -2.614354 -0.2 0.7 0.0 -0.32
C 6.244643 2.263749 -3.526885 0.2 -0.5 0.3 -0.74
N 4.234431 1.321086 0.089833 0.0 -0.2 -0.1 -0.70
H 2.861710 3.253799 1.032324 -0.3 -0.1 -0.2 0.31
H 2.750974 4.288723 -0.483351 -0.4 0.0 0.4 0.29
H 4.210671 4.230672 0.422769 0.1 -0.2 0.2 0.43
H 3.056945 2.066953 -1.405718 -0.1 0.3 -0.1 -0.24
H 5.946914 2.806735 -0.973653 0.0 0.4 0.1 0.28
H 4.924780 3.756874 -2.131620 0.1 0.2 0.2 0.39
H 6.463110 1.441553 -4.207549 0.0 0.1 -0.1 0.26
H 7.168595 2.526781 -2.994846 0.1 0.0 -0.1 0.29
H 5.932454 3.144778 -4.098915 -0.2 0.0 0.0 0.29
H 4.872724 1.618218 0.824000 0.1 0.2 -0.2 0.24
H 3.412888 0.977481 0.597302 0.2 0.0 -0.4 -0.06
C 2.546282 -1.391935 5.007054 -0.2 1.1 -0.3 -0.43
O 1.283334 -1.865614 4.548602 0.6 -0.5 0.3 -0.52
H 2.393629 -0.742928 5.877259 0.0 0.0 0.0 0.21
H 3.309316 -2.116618 5.302964 -0.5 -0.6 -0.3 0.24
H 2.961969 -0.780871 4.200126 0.3 0.1 0.2 0.15
H 1.155667 -1.434210 3.691778 -0.2 0.0 -0.1 0.15
```
Forces are in eV/Å.

Output
E_HOMO in eV: -4.94
LUMO level in eV: 2.71
Charge: -1